# 1
Formula: C30H34N4OPdS2Si
Source: OMol25
Level of theory: ωB97M-V/def2-TZVPD

XYZ file:
```
73
Properties=species:S:1:pos:R:3:lowdin_charge:R:1
Pd 0.36 -0.81 -0.71 0.296
S 1.23 0.84 -2.22 0.657
S 2.13 -2.33 -1.25 0.675
Si -1.83 -1.50 -1.47 0.683
O 0.17 -2.35 0.93 -0.144
N 4.21 -2.68 0.34 -0.130
N 2.40 -1.92 1.46 0.085
N 0.14 2.31 -0.32 0.092
N 0.09 3.24 -2.47 0.115
C -3.55 -1.78 -3.72 -0.116
C -1.11 -0.25 4.27 -0.080
C -0.21 -0.01 5.30 -0.093
C 0.45 2.23 -1.67 -0.782
C -0.98 5.34 -2.90 -0.018
C 5.67 -1.91 -1.52 -0.075
C 1.12 -0.40 5.17 -0.084
C -0.51 3.35 0.24 -0.270
C -0.89 4.37 -0.58 0.029
C -3.70 -0.28 -5.59 -0.097
C 0.65 -1.27 2.97 -0.141
C -4.14 -1.41 -4.92 -0.095
C -3.04 0.65 0.05 -0.126
C 1.55 -1.02 4.00 -0.029
C 1.07 -1.90 1.68 -0.491
C -4.48 0.35 1.96 -0.100
C -2.52 -1.02 -3.16 -0.330
C -3.62 -1.56 0.76 -0.121
C 2.92 -2.32 0.29 -0.677
C 4.94 -2.63 1.61 -0.205
C -0.69 -0.89 3.11 -0.020
C -0.76 3.25 1.71 0.007
C -2.09 0.11 -3.86 -0.117
C -0.56 4.27 -1.95 -0.295
C -4.38 -1.03 1.79 -0.092
C -3.81 1.19 1.08 -0.110
C 4.96 -3.07 -0.85 -0.255
C -2.67 0.48 -5.06 -0.091
C -2.93 -0.73 -0.13 -0.335
C 5.37 -1.22 2.01 -0.076
H 6.04 -0.79 1.27 0.060
H 5.89 -1.25 2.97 0.074
H 4.49 -0.58 2.11 0.061
H 4.95 -1.12 -1.76 0.066
H -2.04 -2.96 -1.30 -0.017
H 5.81 -3.28 1.50 0.113
H -1.26 0.69 -3.47 0.043
H 4.27 -3.55 -1.55 0.067
H -3.55 -2.63 0.65 0.096
H -1.25 4.15 2.07 0.090
H 6.14 -2.24 -2.45 0.076
H -4.16 0.01 -6.53 0.098
H -3.90 2.26 1.18 0.098
H 5.68 -3.84 -0.54 0.115
H 6.45 -1.49 -0.89 0.062
H -0.54 0.47 6.21 0.099
H 1.82 -0.22 5.97 0.100
H -2.14 0.05 4.37 0.098
H -5.07 0.76 2.76 0.100
H -4.94 -2.01 -5.34 0.099
H 0.18 3.11 2.25 0.100
H 4.31 -3.06 2.39 0.110
H -4.90 -1.69 2.47 0.103
H -1.40 2.39 1.92 0.074
H -1.42 5.22 -0.19 0.120
H -2.31 1.36 -5.58 0.100
H -1.86 4.99 -3.46 0.095
H -2.54 1.32 -0.64 0.088
H -1.24 6.26 -2.39 0.078
H -1.38 -1.09 2.31 0.094
H 2.58 -1.31 3.87 0.101
H -0.19 5.52 -3.63 0.088
H -3.91 -2.67 -3.21 0.095
H 0.44 1.52 0.24 0.114
```

## Properties
HOMO level (spin up / spin down)   -6.2 / -8.0 eV
Net charge   0
E_tot   -72698.533 eV
ΔE to the lowest compared entry with this formula, charge and spin   0.803 eV
Multiplicity   3


# 2
Formula: C8H14O2S
Source: OMol25
Level of theory: ωB97M-V/def2-TZVPD

XYZ file:
```
25
Properties=species:S:1:pos:R:3:nbo_charge:R:1
S -3.92 -0.43 0.90 0.463
O 0.22 0.20 -1.34 -0.549
O -3.75 1.14 1.45 -0.862
C -2.35 -0.38 -0.12 -0.358
C -2.28 -1.61 -1.06 -0.614
C -1.03 -0.35 0.63 -0.237
C 2.74 0.00 0.35 -0.177
C 1.48 -0.12 0.80 -0.249
C 3.86 -0.07 1.35 -0.657
C 0.64 1.36 -1.90 -0.222
C 0.16 -0.03 0.06 0.285
H 0.66 1.17 -2.96 0.195
H -2.11 -2.48 -0.31 0.194
H -0.07 2.30 -1.72 0.150
H -4.56 1.67 1.27 0.488
H -1.09 -0.71 1.65 0.224
H 1.36 -0.12 1.87 0.203
H 3.05 0.18 -0.68 0.208
H 3.84 0.81 2.05 0.223
H 3.73 -0.92 2.07 0.224
H -1.34 -1.70 -1.52 0.240
H 1.54 1.65 -1.43 0.170
H 4.92 -0.14 0.82 0.218
H -3.11 -1.90 -1.57 0.215
H -2.59 0.49 -0.68 0.225
```

## Properties
SMILES   C/C=C/C(=C/[C@@H](C)SO)OC
HOMO level   -8.4 eV
Net charge   0
E_tot   -23449.756 eV
ΔE to the lowest compared entry with this formula, charge and spin   2.664 eV


# 3
Formula: C21H31F5OP2Pd
Source: OMol25
Level of theory: ωB97M-V/def2-TZVPD

XYZ file:
```
61
Properties=species:S:1:pos:R:3:nbo_charge:R:1
Pd -0.46 -1.56 -2.39 0.032
P 1.66 1.61 -0.57 1.555
P -0.50 -0.15 2.42 1.904
F 3.20 -0.61 3.78 -0.326
F 3.23 2.54 7.34 -0.298
F 4.53 0.65 5.84 -0.301
F 0.66 3.25 6.73 -0.302
F -0.60 2.18 4.63 -0.347
O 0.80 0.38 2.98 -0.852
C -0.82 0.48 0.75 -0.777
C -0.25 -1.73 -4.41 -0.345
C 2.60 0.31 4.56 0.279
C -1.14 -2.98 -4.59 -0.449
C 1.25 2.26 6.05 0.221
C -3.12 -0.94 -3.51 -0.436
C 3.24 0.94 5.62 0.248
C -2.56 -1.50 -2.22 -0.452
C -0.01 0.89 -0.52 -0.754
C -0.68 -0.41 -4.07 -0.395
C 2.70 1.83 0.81 -1.032
C -1.69 -3.69 -3.33 -0.450
C -2.05 0.28 3.23 -1.015
C -1.99 -2.79 -2.13 -0.343
C 1.23 3.08 -1.54 -0.941
C 2.57 1.91 6.36 0.242
C 0.62 1.67 4.98 0.282
C -2.10 0.04 -4.18 -0.427
C -0.52 -1.93 2.17 -1.023
C 2.59 0.65 -1.80 -0.964
C 1.31 0.73 4.23 -0.031
H -2.81 -0.43 2.88 0.253
H -1.96 0.26 4.32 0.285
H 2.08 3.75 -1.45 0.246
H 3.35 0.95 0.99 0.299
H -0.01 0.11 -1.32 0.271
H -2.60 -4.24 -3.61 0.204
H 0.76 -1.79 -4.87 0.215
H -2.35 0.14 -5.23 0.193
H -3.39 -1.71 -4.25 0.206
H -2.19 1.05 -3.74 0.184
H -0.67 1.65 -1.00 0.254
H -0.47 -3.71 -5.08 0.220
H -4.02 -0.34 -3.28 0.206
H 2.11 0.71 -2.78 0.269
H -1.95 -2.81 -5.33 0.201
H 0.09 0.37 -3.98 0.189
H 2.24 2.04 1.76 0.288
H -1.35 1.40 1.06 0.227
H -0.93 -4.42 -2.98 0.225
H -1.57 -0.24 0.40 0.275
H -2.36 1.29 2.91 0.262
H 1.07 2.77 -2.58 0.272
H -2.04 -3.26 -1.13 0.214
H 0.31 3.54 -1.14 0.254
H 3.56 1.14 -1.87 0.241
H 2.72 -0.40 -1.53 0.284
H 0.18 -2.20 1.37 0.279
H -1.53 -2.23 1.88 0.256
H -0.24 -2.43 3.11 0.262
H 3.29 2.74 0.54 0.266
H -3.01 -1.06 -1.31 0.193
```

## Properties
HOMO level (spin up / spin down)   -3.5 / -6.0 eV
Net charge   0
E_tot   -59961.767 eV
ΔE to the lowest compared entry with this formula, charge and spin   4.904 eV
Multiplicity   3


# 4
Formula: C17H10F17NO6S
Source: OMol25
Level of theory: ωB97M-V/def2-TZVPD

XYZ file:
```
52
Properties=species:S:1:pos:R:3:nbo_charge:R:1
S 0.10 3.94 3.75 2.492
F -0.14 2.92 -2.38 -0.310
F -0.28 0.29 -1.07 -0.312
F 2.21 -1.72 0.87 -0.319
F 0.48 -1.17 -3.49 -0.292
F -1.43 0.45 -3.75 -0.290
F 1.68 -0.22 -5.28 -0.294
F -0.40 1.08 -5.79 -0.287
F 0.58 -3.96 -0.04 -0.333
F 2.87 2.00 -3.59 -0.299
F -0.89 -2.56 -1.30 -0.320
F 2.23 -2.29 -1.44 -0.303
F 0.66 3.57 -4.66 -0.298
F 3.44 -0.28 -3.41 -0.288
F 3.60 0.25 -0.97 -0.300
F 2.28 2.19 -0.94 -0.305
F -1.61 3.12 -4.21 -0.314
F 1.20 0.58 0.75 -0.318
O -1.55 -1.06 1.27 -0.553
O -1.64 -0.53 3.72 -0.508
O 0.31 2.55 4.05 -0.881
O 1.54 4.64 3.46 -0.671
O -0.66 4.82 4.62 -0.870
O -0.51 4.07 2.24 -0.679
N -3.43 -6.36 2.04 -0.425
C -1.64 -3.57 1.54 -0.017
C -0.22 2.65 -3.85 0.932
C -3.15 -3.78 0.87 -0.247
C 0.29 4.98 1.50 -0.104
C 1.07 0.15 -3.94 0.588
C 2.28 0.78 -1.48 0.606
C 0.08 -2.54 -0.17 0.653
C 1.70 4.82 2.06 -0.102
C -1.21 -4.89 2.46 -0.247
C 1.14 -0.02 -0.64 0.601
C 1.41 -1.62 -0.41 0.603
C -2.10 -6.23 2.70 0.010
C 2.32 0.68 -3.08 0.584
C -0.18 1.10 -4.29 0.568
C -3.88 -5.20 1.22 0.010
C -1.34 -0.21 2.46 0.604
C -0.69 -2.25 1.29 0.000
H -3.62 -2.95 0.16 0.257
H 0.24 4.76 0.43 0.215
H 0.06 -2.18 2.19 0.266
H -0.15 -4.85 2.99 0.229
H -1.67 -7.11 3.35 0.240
H -4.95 -5.33 0.71 0.222
H 2.33 5.70 1.86 0.215
H -0.87 0.88 2.30 0.200
H -0.09 5.99 1.68 0.195
H 2.19 3.93 1.65 0.194
```

## Properties
SMILES   O=CO[C@@H](c1ccncc1)C(F)(F)C(F)(F)C(F)(F)C(F)(F)C(F)(F)C(F)(F)C(F)(F)C(F)(F)F.O=S1(=O)OCCO1
HOMO level   -9.1 eV
Net charge   0
E_tot   -88579.082 eV


# 5
Formula: C5H10OPRh
Source: OMol25
Level of theory: ωB97M-V/def2-TZVPD

XYZ file:
```
18
Properties=species:S:1:pos:R:3:nbo_charge:R:1
Rh -0.88 -2.09 0.56 0.103
P -2.77 -1.32 0.69 0.075
O 1.03 -2.52 0.45 -1.059
C 0.14 0.80 -1.01 -0.132
C 1.42 1.20 -1.50 -0.225
C 2.11 1.80 -0.41 -0.304
C 0.02 1.27 0.36 -0.403
C 1.24 1.93 0.70 -0.057
H 1.53 -1.74 0.11 0.481
H -0.85 1.13 1.00 0.225
H -3.84 -2.09 1.25 0.008
H -2.88 -0.09 1.43 -0.048
H 3.12 2.23 -0.46 0.222
H -3.33 -0.90 -0.58 0.001
H 1.47 2.40 1.66 0.218
H 1.23 -3.25 -0.17 0.444
H -0.60 0.22 -1.57 0.224
H 1.84 1.02 -2.50 0.228
```

## Properties
HOMO level (spin up / spin down)   -3.5 / -8.6 eV
Net charge   0
E_tot   -19683.566 eV
ΔE to the lowest compared entry with this formula, charge and spin   0.738 eV
Multiplicity   5


# 6
Formula: C5H5N3OS
Source: OMol25
Level of theory: ωB97M-V/def2-TZVPD

XYZ file:
```
15
Properties=species:S:1:pos:R:3:nbo_charge:R:1
S 0.49 -1.65 1.00 0.398
O 3.96 -0.19 1.11 -0.491
N 2.76 1.41 -0.16 -0.428
N 2.23 0.06 -0.58 -0.305
N -0.15 0.29 -0.63 -0.437
C 3.14 0.25 0.42 0.758
C -1.31 -0.23 -0.14 0.136
C 0.89 -0.31 -0.12 0.167
C -1.13 -1.11 0.82 -0.433
C -2.62 0.23 -0.74 -0.646
H -2.97 1.21 -0.38 0.236
H -2.27 0.48 -1.84 0.240
H 2.22 1.73 0.66 0.347
H -3.32 -0.64 -0.73 0.229
H -1.91 -1.53 1.33 0.229
```

## Properties
SMILES   Cc1csc(N2NC2=O)n1
HOMO level   -9.3 eV
Net charge   0
E_tot   -22615.634 eV
ΔE to the lowest compared entry with this formula, charge and spin   2.067 eV


# 7
Formula: C9H30N6O15
Source: OMol25
Level of theory: ωB97M-V/def2-TZVPD

XYZ file:
```
60
Properties=species:S:1:pos:R:3:nbo_charge:R:1
O -0.94 3.26 2.41 -0.415
O 3.94 0.15 1.46 -0.350
O 3.31 -1.10 -2.08 -0.405
O -2.63 -0.47 0.83 -0.784
O -3.24 1.22 -2.23 -0.353
O -4.66 0.66 -0.72 -0.403
O -0.42 -1.69 4.22 -0.364
O -1.43 5.01 1.18 -0.345
O 0.90 -1.30 2.55 -0.412
O 3.63 4.01 -2.57 -0.378
O 2.18 1.41 1.22 -0.416
O 4.82 2.35 -3.30 -0.390
O 4.71 -2.74 -1.77 -0.374
O -0.23 -3.61 -1.89 -0.752
O -0.53 -1.11 -0.73 -0.775
N 3.70 -2.10 -1.49 0.544
N 3.12 0.91 1.88 0.544
N -1.27 3.84 1.37 0.544
N 3.91 2.85 -2.66 0.543
N -4.38 1.05 -1.83 0.545
N -0.01 -1.02 3.31 0.538
C 0.40 -0.26 -1.38 -0.265
C -1.31 2.94 0.15 -0.488
C 2.99 1.85 -1.97 -0.487
C -5.54 1.17 -2.76 -0.482
C 3.16 1.18 3.34 -0.481
C 2.92 -2.64 -0.26 -0.485
C -0.68 0.38 3.06 -0.498
C -2.97 -1.81 1.19 -0.256
C -0.90 -4.56 -1.10 -0.246
H 2.85 1.19 -2.76 0.242
H -1.03 -0.55 -0.10 0.500
H 3.49 -3.32 0.33 0.229
H -0.40 2.37 0.14 0.239
H 2.15 1.45 3.66 0.228
H 1.99 -3.03 -0.66 0.252
H -6.24 1.92 -2.41 0.242
H -0.57 -2.75 -1.61 0.494
H 2.14 2.32 -1.47 0.223
H -3.31 -2.40 0.32 0.180
H -2.04 -2.19 1.68 0.194
H 3.52 0.29 3.84 0.243
H -0.46 -5.55 -1.26 0.178
H -1.45 3.70 -0.62 0.235
H 1.20 0.04 -0.71 0.174
H -2.13 2.26 0.28 0.230
H -0.09 0.64 -1.70 0.153
H -1.92 -4.62 -1.44 0.156
H -3.34 -0.07 0.32 0.497
H -0.84 -4.31 -0.03 0.160
H 3.64 1.33 -1.27 0.243
H -1.31 0.34 2.15 0.265
H 0.11 1.08 2.93 0.226
H 3.83 2.02 3.47 0.240
H -1.17 0.64 4.01 0.226
H 0.91 -0.77 -2.21 0.205
H -5.05 1.49 -3.66 0.234
H 2.80 -1.70 0.30 0.233
H -3.81 -1.82 1.91 0.176
H -6.03 0.19 -2.91 0.249
```

## Properties
SMILES   C[N+](=O)[O-].C[N+](=O)[O-].C[N+](=O)[O-].C[N+](=O)[O-].C[N+](=O)[O-].C[N+](=O)[O-].CO.CO.CO
HOMO level   -10.0 eV
Net charge   0
E_tot   -49454.224 eV
ΔE to the lowest compared entry with this formula, charge and spin   0.000 eV


# 8
Formula: C16H19N3O2S
Source: OMol25
Level of theory: ωB97M-V/def2-TZVPD

XYZ file:
```
41
Properties=species:S:1:pos:R:3:nbo_charge:R:1
S 2.56 -1.79 1.83 0.292
O 1.46 0.79 2.72 -0.656
O -2.02 -0.39 0.77 -0.609
N -0.01 -1.24 1.35 -0.641
N 0.78 -3.33 0.65 -0.503
N 1.82 2.08 0.91 -0.425
C 0.84 3.05 1.36 -0.223
C -0.71 -4.86 -0.42 -0.237
C 0.95 2.07 -1.36 -0.409
C -0.16 3.04 -0.95 -0.213
C 1.96 0.94 1.62 0.674
C 2.19 2.27 -0.47 -0.211
C -1.93 -5.14 -0.98 -0.176
C 2.79 -0.17 0.98 -0.634
C -1.26 -1.33 0.74 0.668
C -1.50 -2.63 0.12 -0.236
C -0.47 -3.60 0.14 0.246
C -2.95 -4.18 -1.00 -0.229
C -1.43 2.77 -1.76 -0.601
C -2.73 -2.93 -0.46 -0.140
C -0.44 2.90 0.54 -0.421
C 0.95 -2.19 1.21 0.304
H -1.23 2.84 -2.83 0.205
H 0.65 2.87 2.42 0.248
H 0.19 4.06 -1.16 0.190
H 3.85 0.04 1.08 0.259
H 1.26 4.05 1.23 0.190
H -3.50 -2.17 -0.45 0.234
H 0.17 -0.43 1.94 0.456
H -2.12 -6.11 -1.41 0.216
H -2.20 3.50 -1.51 0.211
H 0.09 -5.58 -0.40 0.228
H -3.90 -4.41 -1.45 0.217
H 1.22 2.22 -2.40 0.214
H -0.89 1.92 0.74 0.230
H -1.16 3.66 0.86 0.215
H 3.00 1.61 -0.76 0.211
H 0.59 1.04 -1.24 0.201
H 2.54 3.31 -0.58 0.201
H -1.81 1.78 -1.54 0.217
H 2.54 -0.33 -0.07 0.238
```

## Properties
SMILES   CC1CCN(C(=O)CSc2nc3ccccc3c(=O)[nH]2)CC1
HOMO level   -8.5 eV
Net charge   0
E_tot   -36302.809 eV
ΔE to the lowest compared entry with this formula, charge and spin   0.000 eV